122
Properties=species:S:1:pos:R:3 method="wB97M-V/def2-TZVPD" energy_ha=-3318.74500 molar_mass_g_mol=906.88 gap_ev=4.17 charge=+1
C -2.74580 0.23569 0.92442
C -1.40080 0.52069 0.32542
C -1.23880 1.99469 0.50342
C 0.15620 2.54669 0.17742
C 1.27320 1.78169 1.11642
C 1.05320 0.23669 1.06042
N -0.35580 -0.15831 1.07042
O -0.64580 -1.31531 1.59442
C 1.69820 -0.42831 2.27542
C 1.81420 -0.31831 -0.16058
C -1.36880 0.02669 -1.15058
H -2.79880 -1.01531 0.97842
H -3.48780 0.87369 0.45342
H -2.70280 0.30969 2.09642
H -1.43380 2.27869 1.54142
H -1.79880 2.34269 -0.22458
H 0.02720 3.68569 0.23342
H 0.11120 2.31169 -1.00758
H 1.22720 2.13169 2.18142
H 2.25720 1.88569 0.67242
H 1.87520 -1.53331 2.27042
H 1.08820 -0.47931 3.14542
H 2.62320 0.15669 2.75942
H 2.77120 -0.05031 0.09642
H 1.56020 0.24569 -0.90958
H 1.58520 -1.43731 -0.37258
H -2.30980 0.11469 -1.86358
H -1.27080 -0.98031 -0.93158
H -0.51880 0.49969 -1.65758
N -5.99380 0.73969 -1.93158
C -4.79880 0.08769 -2.48158
C -4.67680 -1.26831 -1.70858
C -5.66680 -1.24731 -0.64458
C -6.46880 0.05569 -0.83658
H -6.33880 1.61369 -2.25158
H -4.33980 0.43769 -3.35758
H -3.86480 -1.96831 -2.04258
H -5.84280 -2.05331 0.20442
H -7.25580 0.59969 -0.12258
N 2.74020 0.50869 -4.98958
C 2.30520 -0.35231 -4.04958
C 0.78120 -0.44231 -4.08758
C 0.34720 0.47969 -5.18658
C 1.66520 1.15569 -5.61958
H 3.61420 1.02869 -5.15858
H 3.05620 -0.85031 -3.19058
H 0.35720 -1.08831 -3.31858
H -0.61780 0.86069 -5.57058
H 1.75620 2.04369 -6.17658
N -3.11680 -1.57931 5.05542
C -1.97980 -0.89631 5.28942
C -2.18380 0.60969 5.18642
C -3.55880 0.75769 4.52342
C -4.01580 -0.67231 4.57442
H -3.28980 -2.65431 5.12042
H -1.05680 -1.41331 5.55742
H -1.25680 1.32069 5.45942
H -4.23580 1.50969 4.07342
H -4.95380 -1.03931 4.11842
C -5.61480 4.74669 2.53042
N -4.67480 4.36069 1.43742
O -3.68080 3.65369 1.88842
O -4.77380 4.65369 0.28542
H -6.66380 4.86669 2.14242
H -5.24080 5.67069 2.83942
H -5.61080 4.05369 3.34142
C 2.47120 -4.05631 -2.87358
N 1.25220 -4.25131 -2.03658
O 0.95520 -5.43031 -1.82858
O 0.87920 -3.37531 -1.35258
H 2.39220 -3.24331 -3.51458
H 2.48820 -4.95231 -3.44458
H 3.18820 -3.81631 -2.17458
C -0.50980 3.86369 -4.54458
N -1.33380 3.49969 -3.30858
O -1.64680 2.26469 -3.25258
O -1.78680 4.36369 -2.61958
H -0.11380 4.80769 -4.50258
H -1.25780 3.49969 -5.18858
H 0.39520 3.23169 -4.54058
C 4.13620 -3.13431 0.54942
N 4.50120 -4.62731 0.35642
O 5.46420 -4.68731 -0.59758
O 3.56720 -5.38531 0.41442
H 3.05420 -2.93531 0.09442
H 4.90720 -2.48431 0.18242
H 4.03220 -2.83431 1.73442
C -2.18780 -5.93231 -0.72858
N -2.11780 -4.59731 -1.53058
O -1.93280 -4.60831 -2.73458
O -2.38480 -3.61931 -0.90158
H -2.91280 -6.60931 -1.35958
H -2.68280 -5.72331 0.31242
H -1.23180 -6.37531 -0.57358
C 0.67620 -5.84731 1.80642
N 1.15420 -4.94431 2.86142
O 1.79820 -4.00531 2.46542
O 0.91420 -5.18031 4.06042
H 1.19520 -5.58231 0.94242
H -0.22380 -5.45031 1.75342
H 0.62420 -6.92131 2.27942
C 3.18320 3.95669 3.46542
N 2.97620 2.97569 4.56342
O 2.22320 1.98969 4.51242
O 3.77420 3.11869 5.52042
H 2.24720 4.52969 3.29642
H 3.61520 3.72569 2.54942
H 3.79320 4.80669 3.69842
C 5.79920 1.96869 0.51842
N 5.33320 1.05969 1.60342
O 4.85220 0.12569 1.28142
O 5.49420 1.49069 2.74842
H 5.71020 1.66269 -0.53358
H 6.83420 2.13869 0.59042
H 5.30620 2.86969 0.45342
C 3.05620 3.15769 -3.18058
N 2.42420 3.85769 -1.96758
O 2.93620 3.70469 -0.91158
O 1.36020 4.47569 -2.21758
H 4.03020 2.98169 -2.96658
H 2.92220 3.48369 -4.17858
H 2.51220 2.24669 -3.15058

=====

22
Properties=species:S:1:pos:R:3 method="wB97M-V/def2-TZVPD" energy_ha=-1598.88291 molar_mass_g_mol=385.57 gap_ev=2.01 charge=+2
O 4.70147 0.70782 0.81710
N 4.12686 0.27415 -0.06605
O 2.93223 -0.36019 0.34129
C 1.91508 0.00917 -0.63805
C 0.50524 -0.25042 0.01403
S -0.53757 1.30298 0.32747
O -0.15718 2.24688 -0.70706
O -0.20929 1.79108 1.62837
C -2.38064 1.01403 0.09077
F -3.13292 1.99500 0.61057
F -2.73129 0.96251 -1.29206
F -2.77156 -0.09980 0.69061
C -0.28596 -1.42346 -0.70725
O -0.71922 -2.33289 0.28294
C -0.24878 -1.88741 1.49412
O -0.46955 -2.22499 2.56213
O 0.64897 -0.80506 1.29585
H 2.08338 -0.62233 -1.53542
H 2.09488 1.07653 -0.89895
H -1.04376 -0.98835 -1.40527
H 0.35626 -2.00510 -1.41264
Pd -4.67665 1.61987 -1.49250

=====

17
Properties=species:S:1:pos:R:3 method="wB97M-V/def2-TZVPD" energy_ha=-346.96703 molar_mass_g_mol=102.13 gap_ev=10.65 smiles=OC[C@H]1CCOC1 charge=0
O 2.33957 0.53651 0.29241
C 1.50689 -0.46727 -0.26542
C 0.18910 -0.60886 0.51016
C -0.42735 0.74527 0.89143
C -1.37756 1.06067 -0.28617
O -1.28798 -0.03532 -1.18967
C -0.88606 -1.15901 -0.42974
H 2.72455 1.04063 -0.43341
H 1.26364 -0.23206 -1.31024
H 2.03507 -1.43298 -0.25304
H 0.33114 -1.24839 1.38713
H -0.98099 0.66127 1.83216
H 0.35606 1.49321 1.02918
H -1.10209 1.96608 -0.83721
H -2.41642 1.17459 0.05805
H -0.53069 -1.92093 -1.13176
H -1.73688 -1.57341 0.13614

=====

- What is the charge in the first record?
  +1